1.
Density functional theory data (ωB97M-V/def2-TZVPD) for C6H24HfN16O18 as an isolated structure at a distorted geometry.

Computed properties:
- 2S+1: 1
- Orbital gap: 9.1 eV
- E_tot: -68612.15261 eV
- ΔE to the lowest compared entry with this formula, charge and spin: 0.00 kJ/mol

Geometry (Å):
Hf1 -0.0888 0.2453 -0.2552
O1 -1.3132 -1.4090 0.7565
O2 -2.4646 0.4622 -0.6503
O3 -0.9115 -0.4377 -2.3474
O4 2.3148 2.0830 2.4640
O5 1.4591 1.8185 0.4936
O6 -0.0528 3.9212 -2.7991
O7 2.0113 -0.9227 0.6933
O8 -0.2430 2.1806 -1.5877
O9 1.0984 -0.5837 4.0594
O10 -1.1814 1.9303 0.9979
O11 -1.8868 3.5844 -1.7242
O12 -1.0525 -0.3709 3.9211
O13 -1.8872 -2.3813 -2.2641
O14 -1.5878 -1.3730 -4.1426
O15 0.4385 -2.0461 -0.9328
O16 3.5929 1.8997 0.7514
O17 1.6201 0.2740 -1.7661
O18 0.1936 0.0828 2.2321
N1 -3.0751 -2.7572 0.2885
N2 -1.4946 -1.4044 -2.9209
N3 0.0865 -0.2888 3.4288
N4 -0.7332 3.2534 -2.0499
N5 -1.4095 4.1657 1.0597
N6 -4.5911 0.2405 0.0301
N7 4.1132 -1.7130 0.3284
N8 2.4659 1.9392 1.2680
N9 3.4082 1.6288 -2.0069
N10 2.8611 0.1060 -3.6444
N11 -2.7138 -1.9817 2.4324
N12 0.5527 -4.1276 -0.1049
N13 -3.7791 2.3032 -0.6147
N14 3.5479 -0.7758 2.3457
N15 -0.3389 3.0986 2.7828
N16 1.1963 -3.7178 -2.2737
C1 -3.5476 1.0006 -0.3948
C2 -0.9517 3.0003 1.5848
C3 3.1396 -1.1811 1.1119
C4 -2.3199 -2.0040 1.1330
C5 2.6017 0.6403 -2.4202
C6 0.7634 -3.2035 -1.0965
H1 3.9435 -1.8305 -0.6506
H2 -3.0758 2.8053 -1.1597
H3 -4.6737 2.6570 -0.3341
H4 2.3694 -0.6799 -4.0195
H5 -0.5273 3.9272 3.3115
H6 -1.5362 4.9614 1.6576
H7 -3.7905 -3.3264 0.7020
H8 -1.9072 4.1156 0.1852
H9 4.9492 -1.9625 0.8235
H10 2.8640 -0.3321 2.9482
H11 0.6676 -5.0988 -0.3235
H12 1.6034 -4.6279 -2.3783
H13 -2.0842 -1.4765 3.0564
H14 -4.5549 -0.7336 0.2629
H15 4.4893 -0.4190 2.3296
H16 0.5782 -3.7561 0.8285
H17 4.1268 1.9822 -2.6092
H18 3.6005 0.5242 -4.1775
H19 -3.3998 -2.6432 2.7414
H20 -2.6872 -2.9687 -0.6227
H21 -5.4556 0.7053 0.2483
H22 1.1797 -3.1618 -3.1100
H23 0.1136 2.2754 3.1406
H24 3.3660 1.8840 -1.0175

Atomic forces in eV per Å
-0.834 0.250 -0.104
0.875 0.970 -0.486
0.766 -0.278 0.150
0.471 0.890 0.429
-0.015 0.045 0.018
-0.747 -0.010 -0.447
-0.231 0.087 0.089
-0.213 -0.690 -0.452
0.384 -0.870 0.299
0.038 0.151 0.276
0.733 -0.694 -0.755
0.147 0.790 -0.398
0.011 0.033 0.486
-0.222 0.151 -0.025
-0.078 0.090 0.146
0.827 0.620 -0.385
0.009 0.141 -0.026
-0.663 -0.898 0.652
0.337 0.487 0.129
0.121 0.339 0.347
0.316 -0.644 -0.136
-0.085 -0.460 -0.909
0.713 -0.472 -0.128
0.044 -0.157 0.275
-0.975 0.617 0.388
-0.278 -0.130 0.809
0.317 -0.570 0.294
-0.182 -0.378 -0.102
0.551 0.246 0.180
0.311 0.087 -1.025
0.378 0.366 -0.447
-0.794 -0.934 0.701
0.575 -0.732 -0.182
-0.612 -0.186 -0.801
0.459 0.130 -0.702
0.221 -0.382 -0.312
-0.530 0.355 0.383
-0.599 2.031 -0.077
-0.788 -0.916 0.567
-0.424 0.808 -0.282
-1.128 -0.541 0.532
0.167 -0.148 -0.059
-0.016 0.059 0.178
0.011 0.355 -0.288
-0.393 0.144 0.091
0.497 -0.088 0.368
0.133 0.148 -0.157
0.013 -0.209 -0.244
-0.024 -0.022 -0.054
0.288 -0.259 -0.647
-0.124 -0.004 -0.107
0.129 -0.095 0.459
-0.108 -0.084 0.296
-0.240 0.169 0.361
0.667 -0.044 -0.165
-0.074 0.121 0.504
-0.128 -0.285 0.133
0.136 0.011 0.137
0.004 -0.253 -0.198
0.047 0.059 0.283
-0.095 0.277 -0.154
-0.003 -0.094 -0.052
-0.204 0.236 0.177
0.055 0.114 0.211
0.056 0.151 -0.042

=====

2.
Density functional theory data (ωB97M-V/def2-TZVPD) for C6H24MgN12O6 as an isolated structure at a distorted geometry.

Computed properties:
- 2S+1: 1
- Orbital gap: 11.0 eV
- E_tot: -42221.78955 eV
- Net charge: +2
- ΔE to the lowest compared entry with this formula, charge and spin: 32.00 kJ/mol

Geometry (Å):
Mg1 -0.1363 -0.1337 0.1188
O1 -0.6926 1.7122 -0.5066
O2 -1.1078 0.1696 1.7422
O3 0.8942 -0.1129 -1.5817
O4 -1.8138 -0.8662 -0.7511
O5 1.4907 0.6412 0.9444
O6 0.5087 -1.9717 0.4132
N1 -0.2774 3.9365 -0.3144
N2 -1.4804 3.0903 -2.1009
N3 -2.6516 -0.2830 3.3258
N4 -1.5483 1.7337 3.3354
N5 2.0055 -3.6564 0.2837
N6 -0.1410 -4.0646 1.0232
N7 2.9354 1.1748 2.6017
N8 3.0995 -0.1354 -2.0507
N9 -2.6743 -1.8470 -2.6110
N10 2.6829 2.5625 0.7542
N11 1.5477 0.3188 -3.6996
N12 -3.2408 -2.6180 -0.5231
C1 2.3343 1.4066 1.4104
C2 -0.8117 2.8542 -0.9371
C3 1.7963 0.0079 -2.4066
C4 -2.5292 -1.7341 -1.2567
C5 0.7657 -3.1700 0.5453
C6 -1.7263 0.5296 2.7453
H1 -1.6939 4.0064 -2.4508
H2 -1.0822 -3.7458 1.1455
H3 -2.2117 2.0361 4.0281
H4 -2.9864 -0.1219 4.2587
H5 0.5870 0.3758 -3.9825
H6 -3.2775 -2.4464 0.4653
H7 3.6805 1.7853 2.8933
H8 -0.8615 2.3880 3.0144
H9 -2.7592 -1.1701 2.8750
H10 -2.8498 -2.7619 -2.9910
H11 -4.0093 -3.1427 -0.9054
H12 3.6338 2.8895 0.7863
H13 -0.3978 4.8737 -0.6563
H14 2.6684 -2.9614 -0.0011
H15 -2.2500 -1.1618 -3.2068
H16 2.2231 -4.6359 0.2790
H17 -1.7675 2.2673 -2.5953
H18 3.8571 -0.0874 -2.7087
H19 0.0399 3.8022 0.6281
H20 0.0341 -5.0505 0.9335
H21 2.1294 2.7463 -0.0655
H22 3.2832 -0.5298 -1.1469
H23 2.2400 0.5369 -4.3935
H24 2.5410 0.5632 3.2925

Atomic forces in eV per Å
-0.021 0.187 -0.651
-0.062 0.495 0.211
-0.432 0.025 0.981
-0.001 -0.347 -0.901
-0.594 -0.296 -0.109
0.362 0.349 0.712
0.119 -0.510 0.286
0.102 -0.215 0.087
0.439 -0.211 0.502
0.439 0.458 -0.434
-0.302 -0.222 0.207
-0.610 0.493 -0.018
0.380 0.242 -0.317
0.478 0.482 -0.302
-0.016 0.024 -0.003
-0.111 -0.371 0.473
-0.174 -0.457 0.300
-0.297 0.040 -0.075
0.056 -0.277 0.456
-0.015 -0.075 0.092
-0.493 0.382 -0.755
0.504 0.144 -0.075
0.238 0.513 -0.803
0.111 -0.584 0.326
-0.151 0.009 0.219
-0.003 -0.043 -0.050
-0.112 -0.061 -0.090
0.151 0.152 0.026
-0.104 -0.173 -0.026
-0.012 0.089 0.057
0.004 0.048 0.003
-0.177 0.041 0.222
0.025 -0.099 -0.188
-0.151 -0.179 0.288
-0.197 0.130 -0.208
0.016 0.100 -0.157
-0.085 0.248 0.030
-0.062 -0.009 0.047
0.268 -0.261 -0.129
0.257 -0.055 0.096
0.161 0.054 0.038
-0.237 0.104 -0.131
-0.059 -0.082 -0.062
0.046 0.128 0.028
-0.149 -0.012 0.140
0.335 -0.082 -0.298
-0.009 0.147 0.089
0.173 -0.138 0.140
-0.030 -0.323 -0.273

=====

3.
Density functional theory data (ωB97M-V/def2-TZVPD) for C6H24N12NaO6 as an isolated structure at a distorted geometry.

Computed properties:
- 2S+1: 1
- Orbital gap: 8.5 eV
- E_tot: -41190.83559 eV
- Net charge: +1
- ΔE to the lowest compared entry with this formula, charge and spin: 751.98 kJ/mol

Geometry (Å):
Na1 0.0118 -0.1367 0.7652
O1 1.7850 -3.3310 -1.8096
O2 -2.0180 -3.4597 2.5291
O3 2.2475 2.2324 -2.0540
O4 -2.4336 3.2136 1.4739
O5 -2.4213 -0.5412 -3.5950
O6 2.5052 1.1288 4.4948
N1 2.9629 -4.9819 -2.5602
N2 4.4304 1.9749 5.0852
N3 2.7258 2.7135 6.0235
N4 -2.5999 -2.3581 -4.9151
N5 -2.6781 -4.4013 4.4187
N6 -3.2162 -2.4003 3.9193
N7 -3.5313 -0.5426 -5.4769
N8 -3.1983 5.3139 1.7763
N9 1.3906 -5.4235 -1.2710
N10 2.8576 1.7302 -4.1588
N11 -2.4475 4.8476 -0.1245
N12 3.2232 3.6934 -3.3737
C1 2.0650 -4.4741 -1.8404
C2 -2.7082 4.3423 1.0492
C3 -2.7683 -1.1105 -4.6131
C4 3.1433 1.9125 5.0965
C5 -2.6270 -3.4826 3.5803
C6 2.6627 2.5611 -3.1418
H1 3.1699 2.1730 -5.0112
H2 3.6840 3.8600 -4.2569
H3 -2.9726 -2.9392 -5.6524
H4 1.7366 2.8016 6.2077
H5 -3.7197 -2.4317 4.7942
H6 3.5719 -4.2633 -2.9247
H7 -2.9199 5.7367 -0.2049
H8 -3.8410 0.3659 -5.1624
H9 -1.7151 -2.6702 -4.5412
H10 -3.0576 6.2516 1.4286
H11 -3.0693 -1.5123 3.4610
H12 -3.8831 -0.9750 -6.3191
H13 4.9874 1.3780 4.4906
H14 3.3919 3.1537 6.6420
H15 1.7073 -6.3650 -1.4539
H16 -3.2919 -4.3348 5.2180
H17 3.3312 4.3085 -2.5799
H18 2.5538 0.7751 -4.0343
H19 -3.2710 5.1795 2.7747
H20 0.5907 -5.2079 -0.6933
H21 3.0699 -5.9855 -2.5212
H22 4.8590 2.5739 5.7763
H23 -1.9049 4.4331 -0.8686
H24 -2.3710 -5.3261 4.1531

Atomic forces in eV per Å
-0.003 0.021 -0.136
-0.868 5.134 0.716
1.626 -1.187 -2.101
-1.354 -0.491 1.429
-0.264 0.278 -0.473
1.248 0.130 0.801
-3.049 -2.516 -3.044
5.299 -1.258 -3.788
5.598 0.025 -0.906
-3.179 3.243 3.272
3.216 -5.118 0.617
-0.369 -6.560 4.633
-3.431 4.591 2.684
-2.940 3.683 -2.659
-1.841 2.196 3.260
-2.901 -2.947 2.833
-0.540 -1.535 -1.413
0.450 0.899 -3.609
1.389 4.885 -0.339
-2.584 -0.233 0.950
1.872 -3.178 1.382
-0.915 0.983 1.527
0.518 -0.621 0.983
2.149 3.111 -5.020
0.503 -2.620 1.144
-0.246 -1.149 -0.152
0.022 0.420 0.595
-0.091 0.822 -0.005
0.346 -0.025 0.097
-0.052 0.824 -0.223
0.573 -0.978 -0.496
0.624 -0.287 -1.402
-0.329 -0.058 -0.653
-0.256 -0.745 0.129
-0.171 -0.140 0.782
-0.094 -0.579 0.038
0.119 0.321 0.335
-0.145 0.203 0.293
-0.751 0.083 -0.090
-0.872 0.097 0.724
0.263 -0.247 -0.160
0.059 0.137 -0.493
0.061 0.263 -0.633
-0.110 0.072 -0.267
0.221 -0.356 -0.172
1.066 0.645 -0.674
0.588 -0.428 -0.714
-0.428 -0.020 0.297
-0.024 0.212 0.100

=====

4.
Density functional theory data (ωB97M-V/def2-TZVPD) for a 6-piece molecular cluster, C6H24O6 overall at a distorted geometry.

Computed properties:
- 2S+1: 1
- Orbital gap: 10.1 eV
- E_tot: -18892.97684 eV
- ΔE to the lowest compared entry with this formula, charge and spin: 389.40 kJ/mol

Geometry (Å):
O1 -2.8246 1.6357 -2.4255
O2 4.0750 -0.7387 -0.7539
O3 0.3802 -0.3030 1.1397
O4 -5.1275 1.5420 -0.8191
O5 0.9409 -2.4811 2.9540
O6 1.6420 1.1942 -1.2399
C1 -5.0677 0.2426 -0.1881
C2 -0.4004 -1.1599 0.3437
C3 1.7993 -2.0301 3.9677
C4 1.7958 1.1666 -2.6411
C5 -1.8849 2.1767 -1.5096
C6 4.3404 -1.2154 0.4607
H1 4.8711 -0.4814 1.0671
H2 -1.2688 2.8643 -2.0889
H3 1.1026 1.8511 -3.1302
H4 2.1078 -2.8796 4.5770
H5 -5.4522 0.2279 0.8317
H6 0.8653 -1.7880 2.2941
H7 0.8765 0.3046 0.5865
H8 1.2501 -1.3832 4.6518
H9 -6.0607 1.7668 -0.8339
H10 1.8550 2.0872 -0.9593
H11 -2.3487 2.7727 -0.7236
H12 -5.4384 -0.5944 -0.7798
H13 -1.4273 -0.8088 0.2428
H14 1.7820 0.1264 -2.9664
H15 3.3193 -1.4060 0.7911
H16 2.6378 -1.5875 3.4300
H17 -3.6874 1.5549 -2.0124
H18 -1.1815 1.4922 -1.0353
H19 -0.0175 -1.2855 -0.6691
H20 -4.0075 0.0070 -0.0948
H21 -0.5197 -2.1462 0.7922
H22 4.9717 -2.0896 0.3019
H23 3.3013 -0.1716 -0.7166
H24 2.8005 1.5372 -2.8444

Atomic forces in eV per Å
0.668 -0.326 0.098
-0.140 1.983 -4.537
0.233 -0.158 0.540
-0.518 -1.101 0.541
-0.697 -0.932 -0.238
-0.298 -0.163 1.026
1.361 -0.006 0.044
-0.872 -0.320 -0.696
-0.213 -0.223 -0.275
1.075 0.305 -0.324
-0.030 0.802 -0.415
-0.244 -0.829 1.813
0.041 -0.070 0.540
0.126 0.146 -0.007
-0.331 -0.479 -0.182
0.231 -0.110 -0.251
-0.364 0.179 -0.145
0.018 0.349 0.018
-0.054 0.004 -0.356
0.343 0.582 -0.027
-0.036 0.329 -0.231
-0.033 0.063 0.186
-0.217 -0.051 0.069
-0.604 0.329 -0.185
-0.098 0.411 -0.007
-0.484 0.227 -0.120
0.459 -0.935 1.731
0.412 0.406 0.878
-0.201 0.115 0.282
-0.285 -0.619 -0.099
0.237 0.010 0.027
0.129 0.196 0.058
0.475 0.003 0.219
-0.208 -0.256 0.630
-0.036 0.182 -0.193
0.154 -0.042 -0.409

=====

5.
Density functional theory data (ωB97M-V/def2-TZVPD) for C6H24O6 as an isolated structure at a distorted geometry.

Computed properties:
- 2S+1: 1
- Orbital gap: 9.4 eV
- E_tot: -18893.29993 eV
- ΔE to the lowest compared entry with this formula, charge and spin: 358.23 kJ/mol

Geometry (Å):
O1 -1.0645 2.0254 1.8772
O2 -0.5157 -1.7565 -0.5041
O3 1.8637 -0.5158 0.2656
O4 -0.0110 1.0408 -0.2059
O5 2.4540 -1.6356 -2.1997
O6 0.0737 3.1605 -0.6565
C1 1.1396 -1.9170 -2.7064
C2 -2.0372 0.3458 3.3318
C3 0.4476 -0.5271 -2.6398
C4 1.1698 -2.6081 -4.0722
C5 -0.3381 1.9079 4.0315
C6 -1.5585 1.7411 3.1904
H1 -1.3700 -1.8075 -0.9328
H2 1.8932 -2.1181 -4.7238
H3 1.4413 -3.6609 -3.9942
H4 -2.2630 2.5504 3.3819
H5 -0.4910 1.7983 5.1051
H6 0.0024 -0.4143 -1.6513
H7 -0.2989 0.2764 -0.7049
H8 0.3391 1.0714 3.8591
H9 0.1468 2.8752 3.9005
H10 0.8101 3.1698 -1.2680
H11 -0.0947 2.2317 -0.4979
H12 -0.3676 0.9027 0.6717
H13 -1.7755 2.4297 1.3746
H14 -2.1577 0.1672 4.4004
H15 1.0454 -0.8020 -0.1403
H16 0.6860 -2.5353 -1.9318
H17 2.3891 -2.0062 -1.3165
H18 0.1867 -2.5591 -4.5404
H19 -0.3348 -0.4938 -3.3979
H20 1.1679 0.2624 -2.8546
H21 2.0666 0.3154 -0.1637
H22 -0.3916 -2.6212 -0.1126
H23 -1.2920 -0.3828 3.0126
H24 -2.9610 0.0896 2.8131

Atomic forces in eV per Å
-0.494 -0.287 -0.299
-0.936 -0.795 1.374
0.957 -0.942 0.728
-0.677 -3.951 0.582
0.171 -1.164 -0.408
0.220 4.522 -0.924
0.371 1.168 0.229
-0.815 -0.962 0.418
-0.327 -0.948 -1.282
-0.031 0.362 0.380
0.845 -0.001 1.525
1.062 1.059 -0.525
-0.350 -0.002 -0.201
-0.025 0.059 -0.012
0.113 0.052 0.131
-0.485 -0.412 0.512
-0.606 0.180 0.143
0.761 -0.324 -2.164
-0.363 0.681 0.376
0.342 0.238 -0.576
0.063 -0.198 -0.303
0.103 0.237 -0.088
-0.214 0.315 -0.356
-0.055 0.368 1.023
0.079 0.147 -0.297
-0.356 -0.180 0.046
0.196 0.085 0.238
-0.213 -0.290 -0.850
0.900 0.446 0.278
-0.041 0.030 -0.045
-0.298 0.271 0.045
-0.042 -0.080 0.087
-0.002 0.116 -0.020
0.007 -0.265 0.405
0.262 0.227 -0.187
-0.125 0.237 0.017